[1]
220
Properties=species:S:1:pos:R:3 method="wB97M-V/def2-TZVPD" total_energy_ev=-805376.87989 homo_ev=-9.56 orbital_gap_ev=9.8 largest_force_ha_per_bohr=0.09038
C 16.237 8.747 22.376
Br 14.670 7.726 22.858
Br 16.356 10.360 23.355
Br 16.295 9.114 20.552
H 17.079 8.109 22.670
C 22.566 11.377 17.827
Br 21.755 12.598 19.064
Br 21.952 9.607 18.263
Br 24.463 11.496 17.758
H 22.284 11.603 16.787
C 12.564 10.348 16.331
Br 12.424 11.942 17.330
Br 10.782 10.218 15.532
Br 12.875 8.850 17.492
H 13.368 10.348 15.601
C 13.463 11.703 21.101
C 12.543 10.733 21.861
O 11.685 11.508 22.738
C 11.218 10.960 23.866
O 10.447 11.561 24.528
O 11.759 9.748 24.155
C 11.166 9.083 25.310
H 12.835 12.467 20.693
H 13.861 11.203 20.188
H 14.246 11.996 21.765
H 13.098 10.056 22.450
H 12.017 10.092 21.174
H 10.861 9.839 26.021
H 12.000 8.516 25.709
H 10.378 8.483 24.986
C 17.949 9.889 16.828
C 17.985 10.872 15.670
O 17.443 10.275 14.480
C 16.158 10.024 14.478
O 15.359 10.126 15.366
O 15.900 9.773 13.155
C 14.511 9.604 12.826
H 18.571 10.312 17.648
H 18.284 8.908 16.512
H 16.913 9.808 17.129
H 18.972 11.222 15.422
H 17.349 11.635 16.015
H 14.124 8.796 13.455
H 14.412 9.323 11.778
H 13.863 10.497 13.086
C 20.424 17.296 18.685
C 21.174 16.750 19.827
O 22.448 16.309 19.243
C 23.239 15.763 20.114
O 23.023 15.632 21.297
O 24.405 15.405 19.506
C 25.430 15.133 20.418
H 20.966 18.081 18.137
H 19.447 17.589 18.993
H 20.414 16.465 17.939
H 20.676 15.847 20.261
H 21.351 17.434 20.684
H 26.317 14.901 19.874
H 25.249 14.167 20.967
H 25.601 16.012 21.101
C 17.125 13.261 24.816
C 16.820 12.666 26.150
O 15.642 13.273 26.737
C 15.781 14.583 27.046
O 16.745 15.326 26.940
O 14.629 14.977 27.533
C 14.587 16.274 28.142
H 17.367 14.312 24.785
H 16.287 13.253 24.156
H 17.968 12.678 24.437
H 17.584 12.767 26.905
H 16.591 11.612 26.044
H 13.564 16.408 28.424
H 14.814 17.025 27.340
H 15.290 16.404 29.009
C 16.417 13.174 18.990
C 16.730 14.612 19.402
O 18.126 14.780 19.797
C 18.378 14.108 20.939
O 17.585 13.622 21.711
O 19.717 14.178 21.075
C 20.166 13.497 22.335
H 16.380 12.468 19.866
H 17.165 12.718 18.263
H 15.444 13.226 18.455
H 16.073 14.953 20.235
H 16.562 15.396 18.628
H 19.606 13.740 23.239
H 21.196 13.826 22.509
H 20.229 12.464 22.054
C 20.778 10.873 26.990
C 21.913 11.471 26.068
O 21.591 11.146 24.763
P 22.507 10.144 23.938
O 22.609 8.787 24.380
O 21.821 10.308 22.478
C 21.395 9.039 21.817
C 19.816 8.895 21.873
O 23.929 10.843 23.715
C 24.105 12.081 22.889
C 24.388 13.326 23.693
H 20.945 11.181 28.008
H 19.830 11.280 26.575
H 20.744 9.778 27.001
H 22.020 12.522 26.287
H 22.850 10.991 26.292
H 21.855 9.023 20.868
H 21.764 8.149 22.326
H 19.568 8.975 22.917
H 19.279 9.741 21.323
H 19.457 7.943 21.407
H 24.904 11.846 22.199
H 23.219 12.220 22.243
H 23.528 13.572 24.408
H 25.294 13.214 24.333
H 24.495 14.146 22.998
C 13.241 14.697 23.662
C 13.828 15.395 22.464
O 12.791 16.073 21.799
P 12.741 16.068 20.206
O 14.040 16.074 19.571
O 11.833 14.831 19.710
C 10.549 14.614 20.350
C 9.883 13.604 19.441
O 11.780 17.311 20.049
C 11.255 17.657 18.723
C 10.001 18.563 18.880
H 13.976 14.198 24.252
H 12.728 15.428 24.305
H 12.443 13.998 23.359
H 14.593 16.178 22.630
H 14.305 14.646 21.877
H 10.692 14.191 21.351
H 9.975 15.564 20.418
H 9.882 13.924 18.399
H 10.518 12.729 19.506
H 8.892 13.398 19.876
H 12.086 18.194 18.245
H 11.115 16.704 18.191
H 9.960 19.210 17.990
H 9.077 18.017 19.006
H 10.149 19.236 19.775
C 16.889 14.320 11.516
C 16.176 13.427 12.522
O 15.206 14.289 13.101
P 14.186 13.806 14.240
O 13.893 12.342 14.167
O 14.743 14.375 15.634
C 14.087 15.282 16.561
C 14.542 16.693 16.458
O 12.940 14.797 13.944
C 12.282 14.629 12.673
C 11.042 15.488 12.706
H 17.317 15.258 11.842
H 17.688 13.750 11.016
H 16.148 14.462 10.724
H 15.657 12.529 12.107
H 16.868 13.007 13.225
H 12.990 15.277 16.412
H 14.319 14.874 17.525
H 15.654 16.652 16.632
H 14.539 17.053 15.402
H 14.055 17.384 17.132
H 13.088 14.901 11.976
H 12.080 13.594 12.506
H 10.379 15.243 13.543
H 11.288 16.523 12.874
H 10.503 15.447 11.761
C 20.020 16.171 24.746
C 20.683 16.566 26.013
O 21.347 15.403 26.615
P 21.557 15.213 28.188
O 22.281 13.978 28.417
O 20.058 15.172 28.700
C 19.321 13.913 28.600
C 19.623 13.016 29.776
O 22.066 16.554 28.782
C 22.713 16.451 30.041
C 21.798 16.679 31.169
H 19.674 17.050 24.232
H 20.693 15.486 24.238
H 19.094 15.658 24.903
H 21.385 17.366 25.931
H 19.924 16.907 26.708
H 18.250 14.190 28.556
H 19.669 13.482 27.660
H 19.245 12.011 29.649
H 20.690 13.001 30.003
H 19.032 13.382 30.594
H 23.228 15.462 30.052
H 23.637 17.162 30.043
H 21.018 15.950 31.055
H 22.307 16.632 32.139
H 21.420 17.651 30.903
C 23.327 13.639 11.543
C 22.100 13.298 12.295
O 21.522 14.411 13.022
P 21.745 14.443 14.627
O 21.549 13.134 15.273
O 23.108 15.082 14.968
C 23.871 14.855 16.215
C 25.251 14.385 15.788
O 20.652 15.535 15.037
C 19.256 15.194 14.898
C 18.535 14.993 16.191
H 23.019 14.358 10.790
H 24.133 14.027 12.192
H 23.670 12.728 11.070
H 21.343 12.939 11.589
H 22.253 12.480 12.983
H 23.883 15.900 16.653
H 23.401 14.133 16.894
H 25.812 14.129 16.683
H 25.213 13.418 15.257
H 25.864 15.111 15.225
H 18.846 16.042 14.342
H 19.090 14.331 14.203
H 17.471 14.782 15.982
H 18.993 14.168 16.785
H 18.662 15.949 16.759


[2]
194
Properties=species:S:1:pos:R:3 method="wB97M-V/def2-TZVPD" total_energy_ev=-87308.36137 smiles=CC1(C)CCCC(C)(C)N1O.CC1(C)CCCC(C)(C)N1O.CC1(C)CCCC(C)(C)N1O.CC1(C)CCCC(C)(C)N1O.COC[C@H](C)N.COC[C@H](C)N.COC[C@H](C)N.COC[C@H](C)N.CO homo_ev=-7.84 orbital_gap_ev=8.0 largest_force_ha_per_bohr=0.06514 de_lowest_kcal_mol=108.6
C -8.056 21.023 31.398
C -9.113 20.419 32.283
C -8.414 19.538 33.355
C -9.899 21.686 32.922
C -11.148 21.282 33.642
C -12.074 20.595 32.629
C -11.448 19.362 31.912
C -11.591 18.152 32.789
C -12.329 19.217 30.633
N -10.069 19.653 31.485
O -9.449 18.725 30.639
H -7.445 20.200 31.026
H -8.491 21.579 30.568
H -7.413 21.730 31.922
H -7.695 20.112 33.940
H -9.032 18.995 34.070
H -7.874 18.744 32.839
H -9.134 22.115 33.569
H -9.980 22.561 32.278
H -10.862 20.598 34.441
H -11.592 22.080 34.237
H -12.595 21.329 32.014
H -12.894 20.248 33.258
H -12.623 18.106 33.136
H -11.006 18.272 33.700
H -11.334 17.270 32.202
H -12.320 20.028 29.905
H -13.358 18.903 30.804
H -11.919 18.355 30.106
H -9.288 19.267 29.863
C -11.510 25.925 16.365
C -11.106 24.893 17.430
C -11.994 23.658 17.191
C -9.585 24.586 17.111
C -8.874 23.863 18.275
C -9.107 24.595 19.617
C -10.550 24.962 19.967
C -11.243 23.600 20.362
C -10.538 26.031 21.109
N -11.196 25.545 18.759
O -12.438 26.187 18.975
H -11.508 25.571 15.335
H -12.511 26.355 16.417
H -10.856 26.795 16.427
H -12.415 23.655 16.186
H -11.571 22.665 17.344
H -12.903 23.782 17.779
H -9.378 24.059 16.180
H -9.219 25.610 17.036
H -9.357 22.887 18.325
H -7.828 23.770 17.985
H -8.545 25.529 19.605
H -8.593 24.013 20.382
H -10.615 23.026 21.044
H -11.488 22.904 19.560
H -12.182 23.698 20.907
H -10.194 25.593 22.046
H -11.586 26.234 21.329
H -9.904 26.908 20.983
H -12.221 27.093 19.210
C -8.439 29.326 31.165
C -8.771 27.882 31.193
C -7.733 27.169 30.439
C -8.662 27.412 32.722
C -9.892 27.796 33.576
C -11.161 27.284 32.896
C -11.361 27.812 31.392
C -12.497 26.885 30.888
C -11.764 29.302 31.278
N -10.093 27.543 30.651
O -10.159 27.776 29.263
H -9.069 29.893 31.849
H -7.417 29.464 31.517
H -8.596 29.692 30.150
H -7.827 27.264 29.357
H -6.691 27.412 30.647
H -7.760 26.089 30.581
H -8.566 26.327 32.736
H -7.863 27.933 33.250
H -9.816 27.309 34.548
H -9.971 28.877 33.693
H -12.056 27.664 33.389
H -11.218 26.205 33.040
H -13.466 27.149 31.311
H -12.225 25.832 30.970
H -12.499 27.140 29.828
H -11.253 29.923 32.014
H -12.836 29.384 31.454
H -11.635 29.697 30.270
H -10.243 26.883 28.923
C -13.127 17.740 24.263
C -14.460 18.166 23.642
C -15.535 17.991 24.800
C -14.176 19.687 23.392
C -15.276 20.297 22.525
C -15.474 19.431 21.259
C -15.666 17.894 21.503
C -17.129 17.657 21.915
C -15.352 17.252 20.129
N -14.696 17.409 22.456
O -14.879 16.029 22.589
H -13.049 16.668 24.444
H -12.228 17.890 23.665
H -12.926 18.280 25.189
H -16.409 18.636 24.714
H -15.869 16.954 24.836
H -15.217 18.249 25.810
H -13.914 20.165 24.336
H -13.329 19.796 22.715
H -16.129 20.302 23.204
H -15.037 21.351 22.380
H -14.781 19.661 20.451
H -16.436 19.821 20.925
H -17.309 16.619 22.196
H -17.891 17.921 21.182
H -17.464 18.352 22.685
H -14.316 17.485 19.884
H -15.851 17.665 19.252
H -15.438 16.170 20.030
H -14.093 15.568 22.285
C -3.912 16.444 19.762
O -4.044 17.741 20.315
C -4.606 17.791 21.639
C -6.160 17.920 21.640
C -6.584 19.288 20.981
N -6.602 17.959 23.026
H -3.304 15.799 20.396
H -3.432 16.565 18.791
H -4.847 15.958 19.482
H -4.354 16.899 22.212
H -4.109 18.654 22.082
H -6.682 17.157 21.062
H -7.618 19.606 21.116
H -6.416 19.256 19.904
H -5.980 20.113 21.359
H -6.687 16.975 23.238
H -5.805 18.333 23.521
C -16.136 28.707 26.691
O -17.115 27.941 25.907
C -17.809 27.026 26.806
C -18.666 26.115 25.831
C -17.953 25.087 24.943
N -19.548 27.003 25.000
H -15.630 29.377 25.995
H -15.321 28.133 27.132
H -16.553 29.377 27.442
H -17.188 26.368 27.415
H -18.419 27.609 27.497
H -19.341 25.632 26.537
H -18.558 24.381 24.375
H -17.291 24.544 25.617
H -17.379 25.645 24.203
H -19.064 27.603 24.348
H -20.081 26.367 24.424
C -16.754 22.177 29.672
O -17.674 21.113 29.858
C -18.542 21.333 30.949
C -17.903 21.419 32.368
C -17.461 20.014 32.811
N -18.951 21.951 33.227
H -16.134 22.115 28.778
H -16.094 22.295 30.532
H -17.245 23.139 29.525
H -19.187 22.156 30.640
H -19.169 20.442 30.988
H -17.046 22.086 32.458
H -16.611 19.647 32.234
H -18.224 19.238 32.754
H -17.154 20.011 33.857
H -19.301 22.853 32.937
H -19.730 21.311 33.287
C -11.746 24.291 26.233
O -10.418 24.026 26.584
C -10.147 22.591 26.517
C -8.641 22.205 26.507
C -8.025 22.495 25.150
N -8.393 20.757 26.676
H -11.899 23.847 25.249
H -11.935 25.362 26.152
H -12.458 23.883 26.951
H -10.503 22.176 27.459
H -10.624 22.140 25.647
H -8.043 22.830 27.170
H -6.981 22.182 25.129
H -7.979 23.551 24.881
H -8.546 21.864 24.430
H -8.532 20.239 25.820
H -7.384 20.725 26.651
C -2.690 19.754 25.982
O -3.989 19.193 26.269
H -2.317 20.420 26.760
H -1.967 18.948 26.104
H -2.663 20.147 24.966
H -3.897 18.735 27.108